{"formula": "C48H97BrCl22N2O5P", "method": "the ωB97M-V functional and the def2-TZVPD basis", "elements": ["C", "C", "C", "C", "C", "C", "C", "C", "C", "C", "C", "C", "C", "C", "C", "C", "C", "C", "C", "C", "C", "O", "O", "C", "N", "C", "C", "C", "C", "Br", "P", "N", "O", "O", "O", "H", "H", "H", "H", "H", "H", "H", "H", "H", "H", "H", "H", "H", "H", "H", "H", "H", "H", "H", "H", "H", "H", "H", "H", "H", "H", "H", "H", "H", "H", "H", "H", "H", "H", "H", "H", "H", "H", "H", "H", "H", "H", "H", "H", "H", "H", "H", "H", "H", "H", "H", "H", "H", "Cl", "C", "C", "Cl", "H", "H", "H", "H", "Cl", "C", "C", "Cl", "H", "H", "H", "H", "Cl", "C", "C", "Cl", "H", "H", "H", "H", "Cl", "C", "C", "Cl", "H", "H", "H", "H", "Cl", "C", "C", "Cl", "H", "H", "H", "H", "Cl", "C", "C", "Cl", "H", "H", "H", "H", "Cl", "C", "C", "Cl", "H", "H", "H", "H", "Cl", "C", "C", "Cl", "H", "H", "H", "H", "Cl", "C", "C", "Cl", "H", "H", "H", "H", "Cl", "C", "C", "Cl", "H", "H", "H", "H", "Cl", "C", "C", "Cl", "H", "H", "H", "H"], "positions_angstrom": [[6.95447, -0.56299, 3.71990], [6.37072, 0.88386, 4.16467], [4.79861, 0.77082, 4.54260], [4.03702, 0.36101, 3.19502], [2.74056, 1.26108, 2.87349], [1.98917, 0.52463, 1.65010], [0.59090, 1.19350, 1.25264], [0.42794, 1.20076, -0.36471], [-0.29230, -0.12300, -0.92326], [0.39590, -1.48974, -0.47328], [1.84214, -1.71883, -1.17222], [2.30567, -3.19401, -0.73661], [3.01156, -3.20359, 0.70262], [2.66287, -4.47870, 1.59156], [1.10660, -4.65587, 1.86888], [0.61168, -3.96431, 3.23878], [-0.94212, -4.34088, 3.50288], [-1.79930, -3.03978, 3.15411], [-2.98874, -2.70844, 4.15555], [-2.68703, -2.10602, 5.59638], [-1.22658, -2.38744, 6.14200], [-1.09412, -3.26672, 7.01606], [-0.06468, -1.74449, 5.68564], [-4.23731, -3.73421, 3.99502], [-5.04384, -3.22510, 2.80971], [-4.67089, -1.79406, 2.53248], [-5.93106, -0.91824, 3.04092], [-5.66345, 0.64672, 2.91074], [-6.74407, 1.42107, 3.83875], [-8.57787, 1.18425, 3.10467], [-3.91856, -1.31648, 0.84963], [-3.55541, -2.59175, -0.06594], [-2.52438, -0.39282, 1.18569], [-4.92730, -0.31758, -0.08024], [-3.61664, -1.53754, 3.48030], [6.13177, -1.35696, 3.76006], [7.80704, -0.91055, 4.39011], [7.33468, -0.51948, 2.64642], [6.39234, 1.52052, 3.21080], [6.98612, 1.34747, 5.00429], [4.41149, 1.71847, 5.02939], [4.64390, -0.07699, 5.28851], [4.77485, 0.38156, 2.32563], [3.64793, -0.71560, 3.26964], [2.03859, 1.15327, 3.77033], [2.99016, 2.34459, 2.64018], [1.76754, -0.53418, 2.03434], [2.67312, 0.53044, 0.74600], [-0.22885, 0.46980, 1.61413], [0.40121, 2.20980, 1.71776], [-0.29727, 2.06495, -0.59675], [1.38948, 1.44939, -0.90655], [-1.39221, -0.03551, -0.65635], [-0.21599, -0.07048, -2.06047], [0.45107, -1.58886, 0.66669], [-0.23285, -2.38847, -0.81945], [1.73125, -1.60384, -2.30589], [2.61019, -0.94130, -0.84786], [3.10399, -3.51618, -1.49494], [1.46000, -3.96370, -0.82581], [4.14657, -3.22921, 0.53190], [2.82656, -2.20994, 1.24886], [3.22525, -4.40957, 2.59182], [3.06363, -5.42584, 1.09124], [0.86975, -5.77933, 2.00414], [0.43416, -4.30277, 1.01530], [0.77969, -2.84937, 3.09805], [1.26807, -4.26673, 4.13123], [-1.05654, -4.68533, 4.58455], [-1.15853, -5.23864, 2.84568], [-1.19474, -2.09170, 3.01993], [-2.29320, -3.24778, 2.13572], [-2.80116, -0.96532, 5.54255], [-3.41386, -2.47897, 6.38478], [0.68207, -2.25702, 6.08176], [-4.92828, -3.47293, 4.85863], [-4.02177, -4.84322, 4.05092], [-5.22171, -3.87894, 2.02867], [-6.00476, -3.11637, 3.19734], [-6.84355, -1.20031, 2.40758], [-6.06524, -1.14498, 4.14964], [-4.64191, 0.97772, 3.30571], [-5.81911, 1.05480, 1.85826], [-6.63700, 1.10903, 4.92786], [-6.50710, 2.53645, 3.74322], [-3.84120, -3.45114, 0.43806], [-2.73995, 0.56700, 1.10658], [-4.33389, -0.05310, -0.83744], [-4.85474, 4.19414, 1.68825], [-6.38767, 5.10413, 1.65915], [-6.28692, 6.41258, 2.41261], [-6.11338, 6.16428, 4.16952], [-7.16994, 4.46333, 2.06941], [-6.62142, 5.29672, 0.61091], [-7.19621, 6.99724, 2.26430], [-5.44002, 7.00897, 2.06966], [-1.21761, -1.03803, -3.85924], [-2.29940, -0.01663, -4.83736], [-2.83206, 1.16375, -4.05144], [-3.96733, 0.66249, -2.76765], [-3.10651, -0.64457, -5.21676], [-1.71580, 0.33812, -5.68883], [-3.38244, 1.83254, -4.71512], [-2.02586, 1.73365, -3.58616], [-4.76585, 9.75758, 2.88782], [-3.55417, 8.70585, 3.66406], [-2.18703, 8.84332, 3.02828], [-2.14638, 8.18213, 1.37385], [-3.91666, 7.67868, 3.61581], [-3.50640, 9.00032, 4.71375], [-1.45059, 8.28605, 3.60988], [-1.86778, 9.88533, 2.98397], [0.86686, 2.80103, -4.88141], [2.27782, 1.84064, -5.39198], [2.50063, 0.64234, -4.49755], [3.02856, 1.11188, -2.85908], [3.14860, 2.49795, -5.40776], [2.08304, 1.50858, -6.41268], [3.28610, 0.01038, -4.91313], [1.59562, 0.04029, -4.40078], [-0.99915, -7.35899, 1.04045], [-2.10319, -8.44166, 1.92332], [-3.51384, -8.38799, 1.37587], [-4.30216, -6.81847, 1.69988], [-2.07247, -8.16859, 2.97922], [-1.70400, -9.45208, 1.82197], [-4.12678, -9.15378, 1.85397], [-3.53374, -8.55974, 0.29917], [-0.66483, 4.88673, -2.49168], [0.16985, 5.18617, -0.94685], [1.66197, 5.36945, -1.13086], [2.47036, 3.85860, -1.62193], [-0.05197, 4.35581, -0.27479], [-0.26619, 6.09286, -0.52305], [2.11619, 5.67848, -0.18740], [1.88328, 6.13072, -1.88030], [7.04307, 2.83238, 7.97901], [8.34777, 1.84703, 8.68697], [9.68112, 2.09395, 8.01307], [9.71240, 1.48158, 6.34080], [8.05348, 0.79880, 8.62077], [8.41108, 2.11707, 9.74246], [10.47248, 1.57347, 8.55533], [9.92818, 3.15604, 7.98838], [-3.47410, -3.18256, -6.43603], [-3.42172, -4.55513, -5.30207], [-2.07474, -5.24667, -5.30410], [-1.76123, -6.10581, -6.83299], [-4.22652, -5.24249, -5.56604], [-3.62950, -4.15298, -4.30875], [-2.04105, -5.99369, -4.50901], [-1.26073, -4.53888, -5.14101], [1.56732, 6.18879, -6.28284], [0.00142, 7.02821, -6.16312], [0.10184, 8.31030, -5.36461], [0.41404, 8.00527, -3.63726], [-0.72063, 6.33778, -5.72446], [-0.31680, 7.25164, -7.18289], [-0.83998, 8.85883, -5.42278], [0.89531, 8.95621, -5.74253], [0.80332, -0.17613, -8.15775], [2.21826, -1.13484, -8.67006], [2.44465, -2.33474, -7.77243], [2.97242, -1.86147, -6.13636], [3.08660, -0.47532, -8.68704], [2.02318, -1.46450, -9.68886], [3.23055, -2.96563, -8.18586], [1.54121, -2.93839, -7.67468], [4.26236, -2.43842, -10.35570], [4.86704, -1.60491, -11.81034], [6.11594, -0.79786, -11.52689], [5.78390, 0.60886, -10.48528], [4.06372, -0.97763, -12.19919], [5.08418, -2.37692, -12.55033], [6.52622, -0.41045, -12.46098], [6.88361, -1.40312, -11.04310]], "forces_ev_per_a": [[-0.1931, 0.1616, 0.1214], [-0.6902, -0.4946, -0.3778], [0.9102, -0.7642, -0.4971], [-0.7110, 0.4415, 0.2797], [-0.0018, -1.7695, -0.4164], [-0.2903, 1.0100, 1.0914], [-0.0705, -1.3961, -1.0634], [-1.2063, 0.5282, 0.7201], [1.0426, 0.6050, -0.3014], [-0.0565, -0.0301, -0.6669], [-0.9912, -0.5283, 0.8966], [1.1388, 0.3598, -0.7658], [0.5355, -0.1127, -0.1182], [-0.1315, 0.1899, 0.0061], [-0.1832, -0.9338, 1.1937], [0.4144, -0.3064, -0.6274], [1.4562, 0.8660, 0.2819], [-0.7856, -1.2250, 0.0208], [-0.7057, 0.6436, -2.4771], [0.8799, 0.7818, 0.0080], [1.2591, -2.6746, 2.1071], [-0.5092, 2.2888, -2.2914], [-2.2614, -0.8517, 0.1632], [0.5763, 0.6549, 2.6434], [-1.4590, -0.8703, 0.2589], [0.2677, 2.5381, 2.1604], [0.8206, 0.4848, -1.0779], [-1.2147, 0.7011, 0.7748], [1.7591, 0.5641, -0.6039], [0.8975, -0.0033, 0.5981], [1.5398, -0.7379, -3.6500], [-0.9001, 1.1025, 2.5741], [-3.5079, -0.5883, -0.2990], [2.1792, -0.8315, 2.1695], [-0.9816, -0.0642, -0.1391], [1.1270, 1.0564, -0.0418], [-1.1018, 0.5075, -0.8509], [-0.4263, -0.1287, 1.4443], [0.2085, -0.4872, 1.6240], [-0.8116, -0.5629, -1.2210], [0.4106, -0.9929, -0.8097], [0.3145, 1.1308, -0.7273], [-1.0565, 0.0542, 1.0026], [0.6354, 1.4169, -0.0831], [0.9483, 0.5875, -1.0438], [-0.3272, -1.3325, 0.3762], [0.5798, 1.4029, -0.8575], [-0.7711, -0.2678, 1.1040], [1.0169, 1.2648, -0.2460], [0.4878, -1.1085, -0.5744], [1.0282, -1.1142, 0.0563], [-1.1611, -0.4842, 0.8581], [1.5146, -0.4861, -0.4045], [-0.0704, 0.0483, 1.8606], [0.0850, 0.2208, -1.4839], [0.6221, 1.3684, 0.4328], [0.0754, -0.3387, 1.5229], [-1.0150, -1.1196, -0.3406], [-1.1226, 0.2326, 1.0225], [1.0585, 1.2669, 0.2114], [-1.5630, 0.1248, 0.2431], [-0.0147, -1.5576, -0.6550], [-0.8593, -0.0553, -1.3544], [-0.5640, 1.3363, 0.4716], [0.5253, 1.7349, -0.3039], [1.0153, -0.2896, 1.0525], [-0.4707, -1.1841, 0.4030], [-0.8696, 0.1670, -1.3924], [-0.0065, 0.6117, -1.2982], [-0.1377, 1.2347, 0.6854], [-0.5695, -1.2230, 0.3557], [0.6455, 0.5104, 1.3994], [0.0496, -1.6878, -0.2476], [1.1227, 0.2859, -0.9765], [-0.7811, 0.4499, -0.1557], [0.9570, -0.6135, -0.8081], [-0.2142, 1.3677, -0.7557], [0.9800, 0.3374, -0.0402], [0.6142, -0.2257, -0.3764], [1.0784, 0.4077, 1.0098], [0.0604, 0.0034, -1.3610], [-1.2672, -0.7543, -0.5588], [0.3914, -0.8381, 1.3016], [-0.6010, 0.3059, -1.4706], [-0.4965, -1.6047, 0.2752], [0.4938, 0.3724, -0.6668], [0.2978, -0.6883, 0.1694], [-0.6239, -0.2086, 0.4546], [0.0837, -0.1238, 0.0616], [-0.3030, 0.1454, -0.0480], [-0.0355, 0.0648, -0.2289], [0.0017, -0.0859, 0.0314], [0.1240, 0.0556, 0.0241], [0.0820, 0.0467, 0.0895], [0.0522, -0.1059, 0.0071], [-0.0595, -0.1091, 0.0354], [-0.2889, -0.3243, -0.5152], [-0.1834, 0.0622, -0.1663], [0.6353, 0.1740, -0.3265], [-0.2334, 0.0749, -0.2119], [0.0907, 0.0213, 0.1277], [-0.0157, 0.1008, 0.1318], [-0.0661, -0.1383, 0.0914], [-0.0784, -0.1304, 0.0446], [-0.0294, -0.0440, -0.0392], [0.1813, -0.0753, 0.1098], [0.0575, 0.0893, 0.2412], [-0.0463, -0.0186, -0.0606], [0.0718, 0.1234, -0.0335], [0.0435, 0.0149, -0.1017], [-0.1253, -0.0071, -0.0245], [-0.1102, -0.1070, -0.0759], [-0.0876, -0.0505, 0.0596], [0.2136, -0.1363, -0.1575], [0.0584, 0.0621, -0.0751], [0.1922, -0.1619, -0.1587], [-0.1375, -0.0103, 0.1465], [-0.0196, -0.0736, 0.1319], [-0.0986, 0.5063, 0.2403], [0.0574, 0.1237, 0.0304], [-0.1548, -0.0711, -0.0338], [-0.0541, -0.0690, 0.0634], [0.2308, -0.5122, -0.0472], [-0.0861, 0.2332, 0.0364], [-0.0258, 0.0346, -0.1283], [-0.1272, 0.0579, -0.0576], [0.0441, 0.1364, 0.0384], [0.0198, 0.1845, 0.1131], [-0.1468, -0.2265, 0.0247], [0.1195, 0.1443, 0.2356], [0.0584, 0.1477, 0.1206], [-0.1072, 0.3995, 0.0151], [0.0717, 0.0090, -0.1480], [0.0817, -0.0122, -0.0753], [-0.1328, -0.0306, -0.0214], [-0.0773, -0.1561, -0.0003], [-0.0278, -0.0247, -0.0536], [0.1464, -0.1010, 0.1426], [0.0538, 0.0460, 0.1966], [-0.0233, 0.0109, -0.0336], [0.0317, 0.1310, -0.1003], [0.0498, 0.0379, -0.1049], [-0.1252, -0.0156, -0.0187], [-0.1188, -0.1073, -0.0568], [-0.0173, -0.0052, -0.0831], [-0.0106, -0.1377, 0.2489], [0.0114, 0.0730, 0.1854], [0.0106, 0.0276, -0.0267], [0.1381, 0.0741, -0.0918], [0.1200, 0.0003, -0.0584], [-0.0877, 0.0582, -0.0660], [-0.1305, -0.0160, -0.0896], [0.0073, 0.0268, 0.0289], [-0.1467, 0.0366, -0.0382], [-0.0743, 0.0979, -0.2146], [0.0658, 0.1339, -0.0002], [0.1499, 0.0633, 0.0528], [0.0579, 0.0672, 0.0889], [0.0371, -0.1178, 0.0095], [-0.0206, -0.1524, 0.0734], [-0.1259, 0.0688, 0.1145], [0.0005, -0.0363, 0.0825], [-0.1212, -0.1524, -0.2393], [-0.0934, -0.5132, -0.3878], [-0.1299, -0.0520, 0.0713], [-0.1232, 0.0258, 0.2091], [-0.0777, 0.0951, 0.1194], [0.0460, 0.1595, 0.0600], [0.4893, -0.2063, -0.3941], [0.1347, 0.0764, -0.3252], [0.0805, -0.1164, -0.1118], [-0.0398, -0.0291, 0.0522], [0.0799, -0.0233, 0.1490], [0.0473, 0.0484, 0.1015], [-0.1217, -0.0369, 0.0441], [-0.1509, 0.0594, 0.0201]], "mulliken_charge": [-0.826, -0.191, -0.786, 0.151, -0.867, 1.500, -0.101, 0.705, 1.161, 0.566, 0.201, -1.007, 0.411, -1.201, -0.027, -0.244, 0.016, -0.165, 1.221, -0.312, 0.177, -0.586, -0.361, -1.285, 0.546, -0.582, -1.099, -0.512, -0.604, -0.177, 1.683, -0.801, -0.417, -0.495, -0.611, 0.173, 0.299, 0.245, 0.276, 0.060, 0.310, 0.299, 0.275, -0.136, 0.249, 0.313, -1.289, 0.155, -0.588, 0.440, 0.132, -0.850, -0.492, -0.696, -1.124, 0.745, -0.003, 0.011, 0.346, 0.381, 0.483, -0.625, 0.372, 0.310, 0.115, 0.238, -0.182, 0.448, 0.401, -0.198, 0.037, -0.259, 0.325, 0.315, 0.339, 0.356, 0.266, 0.519, 0.533, 0.571, 0.367, 0.204, 0.233, 0.476, 0.239, 0.100, 0.275, 0.007, -0.151, -0.552, -0.232, -0.199, 0.275, 0.397, 0.350, 0.120, -0.047, -0.321, -0.292, -0.283, 0.296, 0.145, 0.484, 0.050, -0.167, -0.282, -0.436, -0.163, 0.080, 0.342, 0.285, 0.343, -0.081, -0.477, -0.089, -0.160, 0.401, 0.069, 0.292, 0.057, -0.125, -0.599, -0.510, -0.142, 0.287, 0.421, 0.343, 0.337, -0.131, -0.066, -0.527, -0.082, 0.048, 0.167, 0.382, 0.236, -0.181, -0.494, -0.449, -0.159, 0.309, 0.352, 0.296, 0.321, -0.182, -0.331, -0.281, -0.195, 0.385, 0.162, 0.299, 0.158, -0.173, -0.416, -0.504, -0.133, 0.242, 0.347, 0.308, 0.322, -0.160, -0.684, -0.319, -0.178, 0.334, 0.454, 0.224, 0.359, -0.175, -0.504, -0.405, -0.174, 0.313, 0.329, 0.307, 0.306], "orbital_gap_ha": 0.3077, "spin_multiplicity": 1, "charge": 1}